No. 1
C21H57BF4O22P5 | wB97M-V/def2-TZVPD

CARTESIAN COORDINATES (ANGSTROEM)
B (22.516, 57.517, 40.474)
F (23.336, 57.518, 39.370)
F (23.281, 58.083, 41.555)
F (21.363, 58.287, 40.212)
F (22.058, 56.188, 40.790)
C (24.526, 55.865, 35.741)
C (25.889, 56.293, 36.186)
O (26.905, 55.774, 35.785)
C (26.000, 57.379, 37.217)
H (23.802, 56.382, 36.417)
H (24.307, 54.802, 35.967)
H (24.218, 55.954, 34.642)
H (25.864, 58.568, 36.827)
H (26.917, 57.380, 37.667)
H (25.303, 57.283, 37.944)
C (18.217, 58.288, 40.650)
C (18.108, 58.464, 42.145)
O (17.035, 58.267, 42.831)
C (19.394, 58.691, 42.896)
H (18.725, 57.300, 40.277)
H (18.794, 59.145, 40.179)
H (17.141, 58.795, 40.358)
H (19.713, 59.744, 42.521)
H (20.145, 58.146, 42.490)
H (19.336, 58.596, 43.932)
C (29.030, 53.140, 41.035)
O (27.943, 52.265, 40.692)
P (26.470, 52.927, 41.092)
O (26.381, 52.885, 42.473)
O (26.348, 54.404, 40.517)
C (25.148, 55.125, 40.812)
O (25.419, 52.013, 40.356)
C (24.408, 51.488, 41.070)
H (29.005, 53.437, 42.024)
H (28.887, 53.936, 40.419)
H (29.746, 52.664, 40.754)
H (25.194, 56.106, 40.449)
H (24.947, 55.036, 41.864)
H (24.194, 54.561, 40.395)
H (24.695, 50.716, 41.773)
H (23.623, 51.387, 40.511)
H (24.028, 52.201, 41.894)
C (20.243, 55.943, 37.716)
O (19.240, 56.364, 36.871)
P (19.507, 57.189, 35.451)
O (18.146, 57.404, 34.790)
O (20.200, 58.578, 35.803)
C (19.414, 59.385, 36.792)
O (20.516, 56.597, 34.461)
C (20.188, 56.151, 33.062)
H (20.653, 55.055, 37.268)
H (20.050, 55.730, 38.714)
H (21.047, 56.807, 38.078)
H (18.510, 59.731, 36.479)
H (19.899, 60.211, 36.813)
H (19.357, 58.976, 37.663)
H (19.645, 56.901, 32.860)
H (19.659, 55.219, 32.968)
H (21.126, 56.087, 32.788)
C (21.718, 56.069, 44.514)
O (21.254, 57.053, 45.392)
P (22.298, 57.838, 46.231)
O (22.011, 59.267, 46.090)
O (22.306, 57.540, 47.840)
C (21.788, 58.554, 48.740)
O (23.820, 57.636, 46.033)
C (24.794, 58.609, 45.965)
H (22.219, 56.570, 43.657)
H (20.833, 55.468, 44.142)
H (22.430, 55.227, 45.059)
H (21.021, 59.137, 48.196)
H (22.600, 59.208, 48.895)
H (21.397, 58.147, 49.627)
H (25.595, 58.017, 45.881)
H (24.892, 59.145, 46.874)
H (24.643, 59.228, 44.943)
C (20.787, 52.888, 43.287)
O (21.370, 52.073, 42.229)
P (20.425, 51.354, 41.209)
O (18.961, 51.761, 41.164)
O (21.137, 51.884, 39.809)
C (21.691, 53.208, 39.708)
O (20.579, 49.755, 41.070)
C (20.211, 49.168, 39.776)
H (19.834, 52.396, 43.736)
H (20.461, 53.756, 42.942)
H (21.451, 52.976, 44.170)
H (21.008, 54.054, 39.769)
H (22.279, 53.209, 38.856)
H (22.412, 53.386, 40.295)
H (20.657, 49.750, 38.932)
H (19.131, 49.150, 39.596)
H (20.629, 48.197, 39.965)
C (22.233, 60.660, 42.910)
O (21.632, 61.428, 43.953)
P (22.392, 61.894, 45.261)
O (23.849, 61.668, 45.191)
O (22.107, 63.474, 45.091)
C (23.230, 64.288, 44.585)
O (21.716, 61.847, 46.703)
C (22.485, 62.239, 47.846)
H (21.510, 60.442, 42.030)
H (22.636, 59.748, 43.430)
H (23.254, 61.236, 42.656)
H (23.470, 64.012, 43.536)
H (23.982, 64.193, 45.324)
H (22.852, 65.344, 44.710)
H (23.126, 61.315, 48.175)
H (22.071, 62.399, 48.822)
H (23.368, 63.048, 47.707)

As for the net charge: -1. The value obtained for the LUMO energy is 2.28 eV. The maximum force comes out at 10.8 eV Å⁻¹. The calculation puts the energy above the lowest of the compared OMol25 structures with the same formula, charge and spin at 0.0 kJ/mol.

Mulliken atomic charge list, values in e, 5 entries:
1 B 0.219
2 F -0.228
3 F -0.321
4 F -0.234
5 F -0.271

No. 2
C2H2ClFN2S | wB97M-V/def2-TZVPD

CARTESIAN COORDINATES (ANGSTROEM)
F (-0.086, 1.738, 1.107)
C (0.272, 0.968, -0.030)
C (0.503, -0.457, 0.330)
N (1.689, -0.854, 0.627)
N (2.577, 0.001, 0.454)
Cl (4.227, -0.417, 0.060)
S (2.041, 1.461, -0.518)
H (-0.555, 1.373, -0.788)
H (-0.314, -0.993, 0.705)

The value obtained for the LUMO energy is -0.51 eV. The maximum force comes out at 5.3 eV Å⁻¹. As for the SMILES: F[C@@H]1C=NN(Cl)S1. The calculation puts the energy above the lowest of the compared OMol25 structures with the same formula, charge and spin at 21.1 kJ/mol.

natural (NBO) atomic charge list, values in e, 5 entries:
1 F -0.380
2 C 0.008
3 C -0.119
4 N -0.146
5 N -0.293

No. 3
C29H65B2Br8FN4O7P | wB97M-V/def2-TZVPD

CARTESIAN COORDINATES (ANGSTROEM)
C (-2.405, 1.027, -1.652)
C (-3.142, -0.262, -2.343)
B (-2.513, -1.728, -1.957)
O (-3.400, -2.919, -2.208)
N (-1.166, -2.020, -1.337)
C (-0.005, -1.411, -2.007)
P (1.416, -0.684, -1.018)
O (1.962, -1.518, 0.203)
O (2.793, -0.566, -2.139)
O (1.059, 1.010, -0.622)
C (-1.165, -2.147, 0.146)
N (-1.828, -1.095, 0.974)
C (-3.148, -1.483, 1.572)
C (-4.463, -0.712, 0.973)
C (-5.548, -1.743, 0.229)
C (-7.003, -1.796, 1.001)
O (-7.584, -3.174, 1.013)
C (-0.944, -0.281, 1.858)
C (-1.731, 1.183, 2.062)
C (-0.738, 2.481, 1.981)
C (0.405, 2.548, 3.176)
C (1.872, 2.485, 2.382)
C (3.131, 2.738, 3.412)
C (4.529, 2.031, 2.908)
C (5.818, 3.067, 2.942)
C (6.607, 3.164, 1.480)
O (5.767, 3.997, 0.591)
C (6.143, 3.841, -0.823)
N (-0.624, -3.311, 0.710)
B (-0.004, -4.442, -0.153)
N (1.504, -4.721, -0.086)
O (-0.793, -5.314, -1.054)
C (-0.593, -3.622, 2.189)
F (0.827, -3.712, 2.683)
C (-1.249, -5.122, 2.534)
C (-1.872, -5.183, 4.084)
H (-1.898, 1.764, -2.442)
H (-3.219, 1.681, -1.095)
H (-1.535, 0.744, -0.899)
H (-4.296, -0.150, -2.149)
H (-2.999, -0.136, -3.521)
H (-3.269, -3.479, -1.365)
H (-0.400, -0.563, -2.750)
H (0.461, -2.232, -2.740)
H (2.479, -0.884, -3.057)
H (1.955, 1.472, -0.623)
H (-3.070, -1.300, 2.749)
H (-3.317, -2.648, 1.455)
H (-5.058, -0.274, 1.911)
H (-4.225, 0.211, 0.293)
H (-5.139, -2.834, 0.116)
H (-5.769, -1.271, -0.845)
H (-7.788, -1.144, 0.384)
H (-6.954, -1.434, 2.127)
H (-6.870, -3.827, 1.291)
H (-0.894, -0.715, 2.970)
H (0.170, -0.158, 1.527)
H (-2.239, 1.191, 3.142)
H (-2.582, 1.339, 1.274)
H (-0.254, 2.644, 0.926)
H (-1.430, 3.437, 2.163)
H (0.278, 1.684, 3.954)
H (0.344, 3.633, 3.671)
H (1.871, 3.343, 1.552)
H (1.942, 1.462, 1.804)
H (3.375, 3.891, 3.576)
H (2.848, 2.219, 4.445)
H (4.477, 1.588, 1.826)
H (4.801, 1.159, 3.668)
H (5.526, 4.163, 3.290)
H (6.638, 2.681, 3.718)
H (7.647, 3.711, 1.578)
H (6.841, 2.099, 1.017)
H (6.712, 2.844, -1.073)
H (5.169, 3.971, -1.487)
H (6.867, 4.736, -1.100)
H (1.693, -5.681, 0.297)
H (1.950, -4.577, -1.023)
H (-0.416, -5.129, -1.986)
H (-1.141, -2.871, 2.886)
H (-2.159, -5.336, 1.815)
H (-0.404, -5.950, 2.434)
H (-1.413, -6.180, 4.550)
H (-3.033, -5.348, 3.993)
H (-1.581, -4.238, 4.722)
Br (5.130, -6.013, -0.649)
C (5.674, -5.124, 1.000)
C (5.102, -3.729, 1.083)
Br (6.086, -2.494, -0.064)
H (6.767, -5.149, 1.030)
H (5.278, -5.751, 1.804)
H (5.213, -3.325, 2.093)
H (4.051, -3.670, 0.786)
Br (3.427, 4.542, -3.467)
C (2.670, 6.332, -3.634)
C (3.446, 7.332, -2.810)
Br (3.005, 7.178, -0.915)
H (1.616, 6.260, -3.352)
H (2.741, 6.572, -4.698)
H (3.168, 8.354, -3.082)
H (4.530, 7.219, -2.895)
Br (-3.409, 7.174, 0.772)
C (-4.137, 5.915, -0.528)
C (-3.559, 4.533, -0.334)
Br (-1.744, 4.421, -1.042)
H (-3.943, 6.331, -1.520)
H (-5.215, 5.910, -0.346)
H (-4.130, 3.792, -0.900)
H (-3.511, 4.225, 0.715)
Br (-4.647, -2.149, -7.276)
C (-2.709, -2.107, -7.055)
C (-2.251, -3.140, -6.053)
Br (-2.606, -2.556, -4.225)
H (-2.442, -1.083, -6.778)
H (-2.305, -2.327, -8.047)
H (-1.166, -3.271, -6.102)
H (-2.737, -4.112, -6.176)

As for the net charge: +1. The value obtained for the LUMO energy is -4.75 eV. The maximum force comes out at 6.9 eV Å⁻¹. The calculation puts the energy above the lowest of the compared OMol25 structures with the same formula, charge and spin at 1335.2 kJ/mol.

Mulliken atomic charge list, values in e, 5 entries:
1 C 0.757
2 C -0.270
3 B -0.287
4 O -0.493
5 N 0.646

No. 4
C3H7N3O | wB97M-V/def2-TZVPD

CARTESIAN COORDINATES (ANGSTROEM)
H (0.511, -2.007, -1.869)
N (-0.234, -1.427, -2.270)
C (-0.454, -0.391, -1.561)
N (0.123, 0.034, -0.348)
C (1.302, -0.447, 0.221)
N (1.672, -0.069, 1.378)
H (2.616, -0.522, 1.556)
O (-0.312, 1.262, 0.082)
C (-1.306, 1.099, 1.140)
H (-1.164, 0.361, -1.920)
H (1.818, -1.105, -0.559)
H (-2.283, 0.712, 0.698)
H (-0.824, 0.369, 1.893)
H (-1.462, 2.130, 1.560)

The value obtained for the LUMO energy is 0.87 eV. The maximum force comes out at 2.2 eV Å⁻¹. As for the SMILES: [H]/N=C\N(/C=N/[H])OC. The calculation puts the energy above the lowest of the compared OMol25 structures with the same formula, charge and spin at 354.2 kJ/mol.

natural (NBO) atomic charge list, values in e, 5 entries:
1 H 0.325
2 N -0.658
3 C 0.272
4 N -0.203
5 C 0.256

No. 5
C4H10O2Si | wB97M-V/def2-TZVPD

CARTESIAN COORDINATES (ANGSTROEM)
C (-0.139, 1.595, -1.601)
C (0.935, 0.389, 1.867)
C (-1.788, -0.196, 0.196)
C (1.067, -1.522, -0.707)
O (0.609, 1.507, -0.550)
O (-0.653, 0.600, -2.086)
Si (0.132, -0.025, 0.163)
H (-0.208, 2.572, -1.965)
H (1.772, -0.191, 2.083)
H (1.055, 1.560, 1.864)
H (0.261, 0.131, 2.606)
H (-2.196, -0.746, -0.662)
H (-2.103, -0.886, 1.057)
H (-2.176, 0.787, 0.252)
H (1.604, -1.322, -1.641)
H (1.686, -2.057, -0.011)
H (0.143, -2.198, -0.864)

The value obtained for the LUMO energy is 0.83 eV. The maximum force comes out at 3.9 eV Å⁻¹. The calculation puts the energy above the lowest of the compared OMol25 structures with the same formula, charge and spin at 96.2 kJ/mol.

natural (NBO) atomic charge list, values in e, 5 entries:
1 C 0.640
2 C -1.107
3 C -1.099
4 C -1.089
5 O -0.777

No. 6
C2H3N2OS | wB97M-V/def2-TZVPD

CARTESIAN COORDINATES (ANGSTROEM)
O (-1.916, 0.062, -1.015)
N (-0.906, -0.062, -0.412)
C (-0.128, 1.102, -0.114)
S (1.538, 0.259, 0.747)
C (0.795, -1.218, 0.473)
N (-0.362, -1.256, -0.120)
H (0.321, 1.460, -0.943)
H (-0.520, 1.783, 0.665)
H (1.178, -2.130, 0.718)

As for the net charge: +1. The value obtained for the LUMO energy (spin up / spin down) is -7.40 / -7.40 eV. The maximum force comes out at 5.8 eV Å⁻¹. As for the SMILES: O=[N+]1CSC=N1. The calculation puts the energy above the lowest of the compared OMol25 structures with the same formula, charge and spin at 357.1 kJ/mol.

natural (NBO) atomic charge list, values in e, 5 entries:
1 O -0.112
2 N 0.385
3 C -0.302
4 S 0.466
5 C -0.016